ORCA calculation (the ωB97M-V functional and the def2-TZVPD basis) on a structure of composition C29H35AsNO11S3Ti.

Structure (ORCA input):
```
! RIJCOSX wB97M-V def2-TZVPD def2/J DEFGRID3
* xyz 1 1
Ti 0.0580 -0.8996 -0.1826
O 1.0772 -0.6208 4.2031
As 1.6223 -0.2800 2.5590
O 1.7790 1.3263 2.4146
O 0.3508 -1.0272 1.6827
C 3.0917 -1.5161 2.3942
C 3.7531 -1.8681 3.5623
C 4.7954 -2.7864 3.5304
C 5.1814 -3.3620 2.3324
C 4.5304 -3.0166 1.1564
C 3.4920 -2.1011 1.1907
S 2.7216 -1.6946 -0.3476
O 1.4490 -2.4725 -0.4621
O 3.6640 -1.9284 -1.3880
O 2.2201 -0.3073 -0.1802
H 1.2135 0.1853 4.7187
H 3.4492 -1.4357 4.5054
H 5.3027 -3.0487 4.4489
H 5.9918 -4.0775 2.3061
H 4.8306 -3.4406 0.2081
O -0.1401 -0.7622 -2.1461
S -0.5320 -1.3000 -3.5231
C -0.2593 0.1848 -4.5292
C -0.6170 1.4767 -3.7915
C 0.6034 2.0967 -3.1103
C 0.2404 3.1941 -2.1021
S 0.4378 2.6855 -0.3704
O 0.0633 1.2196 -0.4029
C 2.1873 2.9551 -0.1825
C 3.1830 2.3785 -0.9626
C 4.5021 2.7223 -0.7270
C 4.8228 3.6373 0.2699
C 3.8251 4.2052 1.0449
C 2.5007 3.8586 0.8230
C -2.3024 -1.3505 -3.6079
C -2.8260 -2.1067 -4.6466
C -4.2025 -2.1826 -4.7896
C -5.0298 -1.5274 -3.8869
C -4.4868 -0.7959 -2.8392
C -3.1113 -0.6963 -2.6951
H -0.8434 0.0242 -5.4363
H 0.7980 0.1531 -4.7992
H -1.3886 1.2799 -3.0448
H -1.0460 2.1833 -4.5045
H 1.2680 2.5154 -3.8686
H 1.1510 1.3007 -2.6107
H -0.8052 3.4925 -2.1978
H 0.8535 4.0899 -2.2012
H 2.9506 1.6422 -1.7134
H 5.2849 2.2690 -1.3205
H 5.8578 3.8999 0.4452
H 4.0742 4.9062 1.8297
H 1.7150 4.2694 1.4426
H -2.1720 -2.6448 -5.3225
H -4.6274 -2.7681 -5.5934
H -6.1039 -1.6011 -3.9926
H -5.1302 -0.3113 -2.1171
H -2.6827 -0.1655 -1.8572
C -1.4193 -3.5193 0.8274
C -1.0331 -2.7523 -0.4236
O -1.3026 -3.1710 -1.5149
H -1.3569 -4.5874 0.6185
H -2.4639 -3.2816 1.0460
H -0.7935 -3.2573 1.6779
O -4.0085 -0.5190 0.8719
C -2.8029 -0.4145 1.0955
O -1.8805 -0.4231 0.2235
C -2.3828 -0.2104 2.5672
N -3.6765 -0.2203 3.3535
C -3.8369 1.1145 4.0255
C -3.0168 2.0387 3.1404
C -1.7948 1.1835 2.8051
H -1.7264 -1.0077 2.8968
H -3.7425 -1.0008 3.9998
H -4.3692 -0.3535 2.5817
H -3.4037 1.0376 5.0217
H -4.8935 1.3550 4.1076
H -2.7642 2.9643 3.6525
H -3.5770 2.2897 2.2374
H -1.0983 1.1577 3.6417
H -1.2423 1.5213 1.9315
*
```

Summary:
* HOMO level: -10.251 eV
* ΔE to the lowest compared entry with this formula, charge and spin: 15.3 kcal/mol
* E_tot: -171111.039 eV

So, what does the Löwdin scheme give us? The charges, in e, come out as: number 1, Ti, carries 1.070; number 2, O, carries -0.234; number 3, As, carries 0.961; number 4, O, carries -0.396; number 5, O, carries -0.476; number 6, C, carries -0.218; number 7, C, carries -0.071; number 8, C, carries -0.047; number 9, C, carries -0.042; number 10, C, carries -0.034; number 11, C, carries -0.251; number 12, S, carries 0.565; number 13, O, carries -0.350; number 14, O, carries -0.228; number 15, O, carries -0.385; number 16, H, carries 0.053; number 17, H, carries 0.106; number 18, H, carries 0.115; number 19, H, carries 0.117; number 20, H, carries 0.122; number 21, O, carries -0.590; number 22, S, carries 1.140; number 23, C, carries -0.280; number 24, C, carries -0.213; number 25, C, carries -0.228; number 26, C, carries -0.282; number 27, S, carries 1.075; number 28, O, carries -0.589; number 29, C, carries -0.395; number 30, C, carries -0.067; number 31, C, carries -0.051; number 32, C, carries -0.059; number 33, C, carries -0.061; number 34, C, carries -0.101; number 35, C, carries -0.394; number 36, C, carries -0.078; number 37, C, carries -0.061; number 38, C, carries -0.060; number 39, C, carries -0.046; number 40, C, carries -0.059; number 41, H, carries 0.101; number 42, H, carries 0.101; number 43, H, carries 0.098; number 44, H, carries 0.128; number 45, H, carries 0.128; number 46, H, carries 0.078; number 47, H, carries 0.094; number 48, H, carries 0.101; number 49, H, carries 0.101; number 50, H, carries 0.114; number 51, H, carries 0.110; number 52, H, carries 0.111; number 53, H, carries 0.108; number 54, H, carries 0.117; number 55, H, carries 0.112; number 56, H, carries 0.110; number 57, H, carries 0.111; number 58, H, carries 0.093; number 59, C, carries -0.024; number 60, C, carries -0.393; number 61, O, carries 0.032; number 62, H, carries 0.093; number 63, H, carries 0.087; number 64, H, carries 0.065; number 65, O, carries 0.069; number 66, C, carries -0.546; number 67, O, carries -0.114; number 68, C, carries -0.142; number 69, N, carries 0.095; number 70, C, carries -0.093; number 71, C, carries -0.131; number 72, C, carries -0.108; number 73, H, carries 0.143; number 74, H, carries 0.183; number 75, H, carries 0.146; number 76, H, carries 0.135; number 77, H, carries 0.134; number 78, H, carries 0.126; number 79, H, carries 0.128; number 80, H, carries 0.115; number 81, H, carries 0.105

---

ORCA calculation (the ωB97M-V functional and the def2-TZVPD basis) on a cluster of 5 separate species, C18H22B3Cl16NO5 in total at a distorted geometry.

Structure (ORCA input):
```
! RIJCOSX wB97M-V def2-TZVPD def2/J DEFGRID3
* xyz 0 1
N 2.1509 -2.1426 1.0606
C 1.5716 -3.2239 0.1457
B 0.5253 -2.4819 -0.8516
O 0.9086 -2.1317 -2.2172
B 0.8658 -0.6632 -2.1963
C 2.2086 0.1798 -2.5153
C 2.2400 1.6620 -1.8892
C 3.5303 1.8920 -0.9227
C 3.0109 2.0332 0.5847
O 1.9966 1.4456 1.0495
O 3.8103 2.8710 1.4592
O -0.4169 -0.0926 -1.8329
B -1.2852 -1.1701 -1.3431
C -2.7736 -1.2589 -1.9972
C -3.9743 -1.1866 -0.9320
C -3.8862 0.0267 0.1123
C -3.5212 1.4443 -0.5193
C -2.8599 2.4874 0.4519
C -2.4118 3.9008 -0.0112
C -2.6390 4.2912 -1.4898
C -3.3103 3.3047 -2.5069
C -3.7530 1.8886 -1.9793
O -0.7934 -2.1204 -0.3555
H 1.8482 -1.2251 0.6663
H 1.5804 -2.2250 1.9268
H 2.3906 -3.7588 -0.4524
H 0.9438 -3.9452 0.7915
H 3.0896 -0.3975 -2.0332
H 2.4646 0.2267 -3.6403
H 2.2938 2.4468 -2.7376
H 1.2604 1.8565 -1.3376
H 4.2897 1.0396 -0.9815
H 4.1029 2.8528 -1.2169
H 3.4129 3.7721 1.3583
H -2.8360 -2.3128 -2.4805
H -2.8945 -0.5304 -2.8869
H -3.9088 -2.1577 -0.3039
H -4.9767 -1.2516 -1.4882
H -3.2027 -0.2220 0.9982
H -4.9457 0.1399 0.5675
H -2.7079 2.1939 1.5544
H -1.9216 4.5669 0.7685
H -2.2939 5.3078 -1.8831
H -3.4785 3.5782 -3.6104
H -4.2191 1.1792 -2.7327
C 0.9937 -2.7881 5.0472
Cl 0.1073 -1.9774 3.7376
Cl 1.9283 -4.1422 4.3770
Cl 2.0977 -1.6308 5.8197
Cl -0.1592 -3.4018 6.2517
C 3.2913 4.3418 5.1930
Cl 3.1364 5.8119 4.2053
Cl 2.5313 4.6102 6.7767
Cl 2.4876 2.9898 4.3705
Cl 5.0116 3.9597 5.4191
C -4.6550 1.9970 -6.7568
Cl -3.2486 2.6497 -7.6240
Cl -6.0943 2.9601 -7.1524
Cl -4.9198 0.3087 -7.2431
Cl -4.3567 2.0695 -5.0061
C 4.0726 -7.9697 4.0869
Cl 3.6988 -6.4281 3.2866
Cl 2.5630 -8.8449 4.4201
Cl 5.1052 -8.9520 3.0264
Cl 4.9230 -7.6527 5.6141
*
```

Summary:
* SMILES: NCB1OB(CCCC(=O)O)OB(CCCc2ccccc2)O1.ClC(Cl)(Cl)Cl.ClC(Cl)(Cl)Cl.ClC(Cl)(Cl)Cl.ClC(Cl)(Cl)Cl
* HOMO level: -8.553 eV
* E_tot: -233138.101 eV

So, what does the Löwdin scheme give us? The charges, in e, come out as: number 1, N, carries 0.000; number 2, C, carries -0.141; number 3, B, carries -0.426; number 4, O, carries 0.192; number 5, B, carries -0.416; number 6, C, carries -0.060; number 7, C, carries -0.177; number 8, C, carries -0.082; number 9, C, carries -0.363; number 10, O, carries 0.051; number 11, O, carries -0.040; number 12, O, carries 0.203; number 13, B, carries -0.410; number 14, C, carries -0.082; number 15, C, carries -0.203; number 16, C, carries -0.175; number 17, C, carries -0.157; number 18, C, carries -0.027; number 19, C, carries -0.076; number 20, C, carries -0.081; number 21, C, carries -0.094; number 22, C, carries -0.058; number 23, O, carries 0.212; number 24, H, carries 0.050; number 25, H, carries -0.038; number 26, H, carries 0.113; number 27, H, carries 0.118; number 28, H, carries 0.119; number 29, H, carries 0.125; number 30, H, carries 0.119; number 31, H, carries 0.108; number 32, H, carries 0.126; number 33, H, carries 0.123; number 34, H, carries 0.107; number 35, H, carries 0.129; number 36, H, carries 0.103; number 37, H, carries 0.122; number 38, H, carries 0.115; number 39, H, carries 0.119; number 40, H, carries 0.124; number 41, H, carries 0.098; number 42, H, carries 0.083; number 43, H, carries 0.081; number 44, H, carries 0.008; number 45, H, carries 0.025; number 46, C, carries -2.002; number 47, Cl, carries 0.562; number 48, Cl, carries 0.487; number 49, Cl, carries 0.526; number 50, Cl, carries 0.523; number 51, C, carries -2.027; number 52, Cl, carries 0.506; number 53, Cl, carries 0.512; number 54, Cl, carries 0.541; number 55, Cl, carries 0.517; number 56, C, carries -1.998; number 57, Cl, carries 0.522; number 58, Cl, carries 0.523; number 59, Cl, carries 0.519; number 60, Cl, carries 0.606; number 61, C, carries -2.022; number 62, Cl, carries 0.484; number 63, Cl, carries 0.516; number 64, Cl, carries 0.517; number 65, Cl, carries 0.518

---

ORCA calculation (the ωB97M-V functional and the def2-TZVPD basis) on a structure of composition C35H33N9O4S2Sc at a distorted geometry.

Structure (ORCA input):
```
! RIJCOSX wB97M-V def2-TZVPD def2/J DEFGRID3
* xyz 1 1
Sc -0.3551 -0.2404 -1.0942
C 1.4870 -0.9982 -3.7835
C 0.5599 -2.1969 -3.9766
C 0.2597 -2.9809 -2.7248
C 0.7939 -4.2457 -2.5492
C 0.4741 -4.9769 -1.4147
C -0.4133 -4.4428 -0.4961
C -0.9078 -3.1809 -0.7379
N -0.5619 -2.4390 -1.8048
N 0.8064 0.1865 -3.2113
C 1.8223 1.1843 -2.8283
C 1.1819 2.3054 -2.0450
C 1.8228 3.5129 -1.8556
C 1.1279 4.5389 -1.2362
C -0.1969 4.3411 -0.8729
C -0.7567 3.0971 -1.0705
N -0.0666 2.0784 -1.6075
C -0.1417 0.7689 -4.1888
C -1.5618 0.2994 -4.0010
C -2.4640 0.2956 -5.0510
C -3.7654 -0.1118 -4.8162
C -4.1314 -0.5057 -3.5368
C -3.1754 -0.4745 -2.5463
N -1.9132 -0.0818 -2.7718
H 1.9220 -0.7264 -4.7493
H 2.2998 -1.2712 -3.1173
H 1.0335 -2.8690 -4.6888
H -0.3815 -1.8821 -4.4287
H 1.4504 -4.6556 -3.3070
H 0.8975 -5.9615 -1.2594
H -0.7199 -4.9869 0.3853
H -1.6146 -2.7327 -0.0512
H 2.3141 1.6014 -3.7130
H 2.5839 0.6880 -2.2327
H 2.8365 3.6548 -2.2128
H 1.6061 5.4969 -1.0691
H -0.7867 5.1342 -0.4326
H -1.7761 2.8871 -0.7903
H 0.1879 0.5609 -5.2086
H -0.1426 1.8505 -4.0753
H -2.1446 0.6057 -6.0394
H -4.4877 -0.1247 -5.6235
H -5.1375 -0.8301 -3.3099
H -3.4152 -0.7531 -1.5266
S -2.7272 1.3255 2.3212
C -1.9764 2.7632 2.9722
C -2.6154 3.6990 3.7641
C -1.8912 4.7607 4.2949
C -2.5687 5.7399 5.1119
N -3.1094 6.5223 5.7585
C -0.5277 4.8905 4.0170
C 0.1105 3.9551 3.2065
C -0.6107 2.8957 2.6926
S 0.0755 1.5894 1.7524
C 0.2389 5.9976 4.5400
N 0.8783 6.8703 4.9300
H -3.6735 3.6157 3.9777
H 1.1675 4.0670 2.9938
O -1.6901 0.4031 0.0740
N -1.5451 1.4019 1.0291
C 2.8364 -0.1614 3.0525
C 1.8478 -1.0663 3.7862
C 1.2115 -2.2388 2.9749
C 0.6590 -3.2628 3.9734
C -0.0403 -4.4656 3.3499
C 2.3114 -2.8696 2.1406
O 3.0828 -3.7008 2.5439
N 2.4803 -2.3225 0.8619
C 1.5743 -1.4872 0.2857
O 1.7950 -0.9995 -0.8643
N 0.4091 -1.1828 0.8412
C 0.0875 -1.6421 2.1153
O -1.0133 -1.4722 2.5793
H 3.1516 0.6426 3.7196
H 2.4010 0.3014 2.1640
H 3.7371 -0.7023 2.7516
H 1.0133 -0.4819 4.1794
H 2.3532 -1.5242 4.6387
H -0.0236 -2.7315 4.6343
H 1.5031 -3.6084 4.5690
H -0.9063 -4.1591 2.7586
H -0.3987 -5.1412 4.1279
H 0.6525 -5.0347 2.7221
H 3.2902 -2.6048 0.3297
*
```

Summary:
* HOMO level: -10.019 eV
* ΔE to the lowest compared entry with this formula, charge and spin: 12.7 kcal/mol
* E_tot: -100801.524 eV

So, what does the Löwdin scheme give us? The charges, in e, come out as: number 1, Sc, carries 1.004; number 2, C, carries -0.154; number 3, C, carries -0.081; number 4, C, carries -0.247; number 5, C, carries 0.006; number 6, C, carries -0.015; number 7, C, carries -0.027; number 8, C, carries -0.111; number 9, N, carries 0.047; number 10, N, carries -0.205; number 11, C, carries -0.119; number 12, C, carries -0.254; number 13, C, carries 0.003; number 14, C, carries -0.021; number 15, C, carries -0.028; number 16, C, carries -0.114; number 17, N, carries 0.045; number 18, C, carries -0.098; number 19, C, carries -0.253; number 20, C, carries 0.000; number 21, C, carries -0.025; number 22, C, carries -0.026; number 23, C, carries -0.090; number 24, N, carries 0.034; number 25, H, carries 0.133; number 26, H, carries 0.118; number 27, H, carries 0.126; number 28, H, carries 0.119; number 29, H, carries 0.125; number 30, H, carries 0.124; number 31, H, carries 0.110; number 32, H, carries 0.123; number 33, H, carries 0.146; number 34, H, carries 0.123; number 35, H, carries 0.129; number 36, H, carries 0.122; number 37, H, carries 0.122; number 38, H, carries 0.119; number 39, H, carries 0.139; number 40, H, carries 0.136; number 41, H, carries 0.127; number 42, H, carries 0.122; number 43, H, carries 0.119; number 44, H, carries 0.119; number 45, S, carries 1.022; number 46, C, carries -0.511; number 47, C, carries -0.016; number 48, C, carries -0.169; number 49, C, carries -0.159; number 50, N, carries 0.192; number 51, C, carries -0.172; number 52, C, carries -0.022; number 53, C, carries -0.497; number 54, S, carries 1.006; number 55, C, carries -0.163; number 56, N, carries 0.189; number 57, H, carries 0.132; number 58, H, carries 0.130; number 59, O, carries -0.409; number 60, N, carries -0.745; number 61, C, carries -0.084; number 62, C, carries -0.140; number 63, C, carries -0.289; number 64, C, carries -0.176; number 65, C, carries -0.073; number 66, C, carries -0.386; number 67, O, carries 0.140; number 68, N, carries 0.234; number 69, C, carries -0.542; number 70, O, carries -0.054; number 71, N, carries 0.055; number 72, C, carries -0.441; number 73, O, carries 0.085; number 74, H, carries 0.086; number 75, H, carries 0.023; number 76, H, carries 0.084; number 77, H, carries 0.122; number 78, H, carries 0.129; number 79, H, carries 0.127; number 80, H, carries 0.122; number 81, H, carries 0.066; number 82, H, carries 0.083; number 83, H, carries 0.074; number 84, H, carries 0.176

---

ORCA calculation (the ωB97M-V functional and the def2-TZVPD basis) on a cluster of 2 separate species, C3H14N2O in total at a distorted geometry.

Structure (ORCA input):
```
! RIJCOSX wB97M-V def2-TZVPD def2/J DEFGRID3
* xyz 2 1
C 0.8649 -0.4934 0.0883
C -0.0979 -0.6586 -1.0588
C 0.1738 0.4683 -2.1477
N -1.1332 0.7828 -2.9052
N 0.5387 -0.5743 1.5258
H 1.5478 0.2994 -0.1851
H 1.4612 -1.3870 -0.1803
H -1.1951 -0.6665 -0.8293
H 0.0310 -1.5932 -1.6516
H 0.5971 1.4300 -1.8329
H 0.7817 0.0278 -2.9608
H -0.8196 1.3694 -3.6868
H -1.5534 -0.0879 -3.2158
H -1.8478 1.1969 -2.2559
H 1.4519 -0.4170 1.9963
H 0.1241 -1.4408 1.8434
H 0.0063 0.2414 1.8342
H -0.1644 -0.1848 4.6324
H -0.3802 1.2727 4.0164
O -0.1701 0.3530 3.8332
*
```

Summary:
* HOMO level: -18.787 eV
* ΔE to the lowest compared entry with this formula, charge and spin: 21.5 kcal/mol
* E_tot: -8348.724 eV

So, what does the Löwdin scheme give us? The charges, in e, come out as: number 1, C, carries -0.161; number 2, C, carries -0.147; number 3, C, carries -0.105; number 4, N, carries 0.190; number 5, N, carries 0.199; number 6, H, carries 0.136; number 7, H, carries 0.154; number 8, H, carries 0.136; number 9, H, carries 0.138; number 10, H, carries 0.140; number 11, H, carries 0.147; number 12, H, carries 0.183; number 13, H, carries 0.167; number 14, H, carries 0.196; number 15, H, carries 0.191; number 16, H, carries 0.181; number 17, H, carries 0.140; number 18, H, carries 0.081; number 19, H, carries 0.074; number 20, O, carries -0.037

---

| no. | gap between HOMO and LUMO (eV) |
| --- | --- |
| 1 | 8.1 |
| 2 | 8.7 |
| 3 | 7.3 |
| 4 | 11.9 |